DFT (ωB97M-V/def2-TZVPD) results for a cluster of 2 separate species, C23H20FNO4 in total in a non-equilibrium geometry.

The geometry in XYZ format:
```
49
Properties=species:S:1:pos:R:3:forces:R:3
F 5.525222 1.292077 2.555886 -1.342 -0.314 0.062
O 1.121639 -2.142458 -2.289712 -0.066 1.171 0.600
O 2.332480 -0.641694 -1.131577 -0.080 -0.352 -0.295
O -5.800058 0.145337 -3.977319 1.277 -1.379 -0.176
O -5.194454 -1.838837 -4.706209 0.396 1.678 1.006
N -4.957529 -0.774899 -4.089290 -1.989 -0.230 -0.993
C 2.495054 -0.694307 2.457358 -0.338 0.147 -0.051
C 0.138610 -0.150078 2.262796 0.062 0.065 -0.374
C 3.264871 1.996613 2.383616 -0.293 -0.186 -0.064
C 0.068944 -0.120561 -1.551824 0.634 -0.246 0.568
C -2.545153 2.511600 2.593890 0.148 -0.153 0.024
C 4.193696 0.967900 2.512499 0.890 0.003 -0.068
C 4.674690 -1.131964 -0.901110 0.238 0.004 0.204
C -2.136271 0.771196 -2.221952 0.395 -0.536 0.091
C -1.095589 0.548287 2.326498 -1.011 0.271 0.041
C 1.481716 0.307212 2.329977 0.856 0.028 -0.080
C -3.549412 0.326348 2.293864 -0.043 0.246 0.045
C -2.287223 -0.236693 2.204441 0.361 0.163 0.102
C -1.534360 -1.518692 -2.870724 0.108 0.270 0.080
C 3.388688 -1.500610 -1.584565 0.527 -0.173 -0.052
C -3.354203 0.619951 -2.853461 -0.224 -0.424 -0.168
C -2.752199 -1.666890 -3.496004 -0.343 0.535 0.044
C -1.274057 1.947564 2.539931 -0.217 -0.205 -0.089
C -3.690282 1.711222 2.487266 0.317 -0.338 -0.099
C -3.681162 -0.604138 -3.485688 1.199 0.243 0.682
C 1.153878 -1.054956 -1.696612 -0.340 -1.011 -0.465
C 3.837476 -0.380970 2.553961 -0.011 0.227 0.024
C 1.921706 1.660967 2.262638 0.139 -0.150 0.099
C -1.159624 -0.297187 -2.192331 -1.491 -0.146 -0.664
H 3.502414 -1.394457 -2.676750 -0.229 -0.078 0.370
H -2.646739 3.590429 2.733774 0.043 -0.383 0.009
H -4.089417 1.423349 -2.882259 0.249 -0.206 0.046
H 5.484021 -1.632973 -1.437823 0.061 0.089 0.111
H 3.148696 -2.551200 -1.363890 -0.020 0.393 -0.211
H 0.268350 0.785477 -0.999080 0.052 0.161 -0.112
H -3.021119 -2.591470 -4.003284 0.102 0.236 0.167
H 2.179384 -1.738986 2.475829 0.149 0.270 0.002
H 4.682241 -1.502413 0.127999 0.054 0.195 -0.063
H 0.042433 -1.236182 2.223036 -0.017 0.214 -0.031
H 1.207142 2.457070 2.089099 0.321 -0.176 0.006
H -0.819088 -2.335331 -2.900498 -0.248 0.282 0.069
H -0.416201 2.590049 2.691596 -0.319 -0.081 0.019
H -4.436292 -0.306908 2.219401 0.325 0.213 -0.012
H 3.592345 3.036631 2.365465 -0.049 -0.364 -0.089
H 4.601351 -1.155104 2.647617 -0.237 0.332 -0.039
H -1.877167 1.719070 -1.739666 -0.146 -0.305 -0.191
H -4.682935 2.157164 2.561177 0.301 -0.129 -0.052
H 4.863743 -0.054383 -0.907257 -0.033 -0.125 -0.002
H -2.170277 -1.311189 2.059274 -0.118 0.256 -0.032
```
Forces are in eV/Å.

The spin multiplicity is 1. The value obtained for the HOMO-LUMO gap is 3.06 eV. Its HOMO energy is -6.31 eV.

natural (NBO) atomic charge list, values in e, 4 entries:
1. F -0.315
2. O -0.663
3. O -0.529
4. O -0.414

DFT (ωB97M-V/def2-TZVPD) results for a structure of composition C23H20FeO8 in a non-equilibrium geometry.

The geometry in XYZ format:
```
52
Properties=species:S:1:pos:R:3:forces:R:3
Fe 3.231758 2.292074 -2.216679 -1.159 0.683 -1.375
O -1.461328 -0.046563 -2.225239 -0.422 0.343 0.944
O -1.722872 2.566358 0.734934 -0.432 -0.598 -0.396
O -2.322285 1.812659 -1.397763 0.145 -0.552 0.688
O 0.200181 -4.967575 1.557042 -0.277 0.684 0.154
O -0.247295 1.461655 1.951086 -0.805 -0.167 -0.882
O 2.164986 2.714252 -4.935462 0.611 -0.024 2.588
O 5.514488 3.858018 -3.040814 -1.158 -0.780 0.798
O 4.737316 0.199395 -3.592309 -1.145 1.571 1.497
C 3.211121 3.173190 -0.301215 0.806 -0.551 0.321
C -4.002117 1.732810 0.366363 -0.185 0.132 0.052
C -3.139993 3.901971 -0.642234 0.153 -0.390 0.137
C -0.470134 -1.346243 1.842763 0.061 -0.057 0.118
C -1.678101 0.604148 -1.217691 -0.436 0.389 -1.930
C 0.822542 -5.265617 2.825848 -0.289 0.140 -0.519
C 2.471360 2.625834 -3.813716 -0.946 0.052 -3.087
C -1.216302 0.294522 0.116511 -0.488 -0.915 0.529
C 1.281427 2.319722 -1.465350 -1.088 -0.572 -0.475
C -0.239073 -3.703862 1.313287 0.361 0.359 -0.043
C -0.955339 -1.039298 0.532396 -0.021 -0.597 0.162
C 4.139349 0.967513 -2.954961 1.802 -3.440 -2.164
C 1.859544 3.258569 -0.558482 -0.828 1.379 0.918
C -2.811147 2.469085 -0.215983 0.661 0.389 -0.232
C -0.828601 -3.446995 0.042695 0.119 -0.219 0.345
C 3.888242 1.896295 -0.313927 1.151 0.335 2.024
C 3.270151 0.688965 0.120915 0.285 -0.283 0.047
C -1.027672 1.414100 1.015693 0.846 1.436 1.282
C 2.108550 0.214539 -0.432418 -0.873 -0.684 0.517
C 4.604215 3.289970 -2.602386 2.628 2.490 -1.343
C -0.098361 -2.627172 2.221681 -0.101 -0.226 -0.252
C 1.270776 0.910718 -1.303119 0.141 -0.080 -0.722
C -1.197145 -2.170398 -0.321052 0.062 -0.040 -0.075
H 4.985857 1.912234 -0.242674 -0.542 0.212 0.422
H -4.799764 1.709371 -0.386413 0.195 -0.086 0.172
H -0.967184 -4.292821 -0.638025 -0.007 0.361 0.261
H 0.616369 0.351342 -1.980976 0.347 0.186 0.486
H 0.317401 -2.799563 3.218432 -0.226 0.138 -0.393
H -1.674483 -2.001081 -1.287340 0.326 -0.133 0.323
H 1.288824 4.154651 -0.300443 0.363 -0.083 -0.310
H 1.784596 -0.792172 -0.166203 0.179 0.082 -0.083
H -2.232480 4.375216 -1.038643 -0.277 -0.130 0.115
H 1.040034 -6.327583 2.760627 0.047 0.039 0.135
H 0.140298 -5.069875 3.657476 0.031 -0.023 -0.104
H 3.792916 4.064893 -0.040246 -0.193 -0.298 -0.025
H 0.498083 2.719957 -2.124163 0.169 -0.225 0.374
H -3.502057 4.466358 0.224005 0.081 -0.102 -0.203
H 3.789835 0.059859 0.850286 0.095 0.080 -0.510
H -0.377573 -0.535019 2.560257 0.126 -0.270 -0.219
H -3.911691 3.877174 -1.420511 0.185 0.026 0.195
H -3.749681 0.708173 0.665160 -0.077 0.239 -0.058
H 1.748480 -4.699099 2.958594 -0.104 -0.013 -0.078
H -4.368807 2.290957 1.235998 0.100 -0.208 -0.127
```
Forces are in eV/Å.

The spin multiplicity is 5. The expectation value of S² is 6.118. The value obtained for the HOMO-LUMO gap (alpha / beta) is 6.53 / 6.43 eV. Its HOMO energy (alpha / beta) is -6.02 / -8.82 eV.

natural (NBO) atomic charge list, values in e, 4 entries:
1. Fe -0.191
2. O -0.578
3. O -0.514
4. O -0.516

no.,E (eV)
1,-36567.28148
2,-74937.46626